(1)
Computed, not measured: the molecule C3H6N2S2 at a distorted geometry, with ωB97M-V with the def2-TZVPD basis set.

XYZ file:
```
13
Properties=species:S:1:pos:R:3:forces:R:3
C -1.057882 -0.047622 -0.561716 -0.114 -0.147 0.810
C -2.418160 -0.197397 -0.965778 1.089 0.461 -0.355
C 1.584440 0.217402 1.014299 0.400 -0.655 1.767
N -2.160628 -2.685994 -0.458319 -3.647 -1.409 1.672
N -0.393097 -1.098437 -0.245865 -0.725 0.156 -1.613
S -3.187724 -1.580928 -0.719055 -0.026 -1.200 0.142
S 1.003559 -1.422177 0.381762 1.560 1.391 1.201
H -0.778403 0.964804 -0.257247 0.319 0.009 -0.229
H -2.970394 0.617706 -1.312095 -0.838 1.275 -0.248
H 1.852509 0.892360 0.194987 -0.338 -0.016 0.236
H 2.538716 -0.059800 1.555051 -0.958 0.507 -0.470
H 0.854312 0.665014 1.801718 1.189 -0.710 -1.577
H -1.431595 -2.896873 -1.044853 2.089 0.339 -1.336
```
Forces are in eV/Å.

## Properties
* energy above the lowest of the compared OMol25 structures with the same formula, charge and spin: 91.6 kcal/mol
* E: -27855.1250 eV
* F_max: 4.25 eV Å⁻¹

Results of the Mulliken charge analysis, in e, for atoms 1 through 8: C 0.10; C -0.48; C -0.90; N -0.56; N -0.31; S 0.20; S 0.03; H 0.33


(2)
Computed, not measured: the molecule C3H6N2S3, with ωB97M-V with the def2-TZVPD basis set.

XYZ file:
```
14
Properties=species:S:1:pos:R:3:forces:R:3
C 0.572678 -1.399389 1.784228 -0.162 0.028 -0.217
C 0.304807 0.373349 -0.533464 -0.134 0.025 0.179
C 0.002401 1.801548 -0.970274 0.504 0.225 -0.144
H 0.374629 -3.360104 1.301097 -0.067 0.305 0.038
H 0.015460 -2.295832 0.024303 0.058 0.113 0.462
H 1.181451 -2.344539 3.309450 -0.007 0.041 0.026
H 0.204322 2.534309 -0.168602 -0.092 -0.357 -0.294
H 0.653200 2.037166 -1.832798 -0.409 -0.076 0.439
H -1.717034 1.178974 -2.431754 -0.018 -0.270 -0.333
N 0.063706 -2.429519 1.038228 0.169 -0.189 -0.251
N 1.097923 -1.398762 2.936901 -0.049 -0.087 -0.208
S 0.274392 0.289211 1.198469 0.067 -0.079 -0.077
S 0.592835 -0.784909 -1.646538 -0.021 0.121 0.027
S -1.749898 2.020381 -1.408840 0.160 0.199 0.352
```
Forces are in eV/Å.

## Properties
* energy above the lowest of the compared OMol25 structures with the same formula, charge and spin: 18.8 kcal/mol
* structure (SMILES): [H]/N=C(\N)SC(=S)CS
* E: -38693.7367 eV
* F_max: 0.60 eV Å⁻¹

Results of the Mulliken charge analysis, in e, for atoms 1 through 8: C 0.61; C 0.41; C -0.85; H 0.25; H 0.13; H 0.21; H 0.36; H 0.36


(3)
Computed, not measured: the ion C3H6N3O with charge +1 at a distorted geometry, with ωB97M-V with the def2-TZVPD basis set.

XYZ file:
```
13
Properties=species:S:1:pos:R:3:forces:R:3
C -0.829948 1.722540 -0.292706 0.148 -0.346 -0.490
C 0.403610 -0.388234 0.441850 -2.335 2.440 1.124
C -0.918517 0.288624 -0.474379 0.959 -0.813 2.638
N -0.816417 2.795156 0.093650 0.103 0.897 0.135
N 0.658961 0.030912 1.679258 0.201 -2.024 -3.474
N 1.009949 -1.235785 -0.281854 -1.259 -0.421 -3.541
O -0.858183 -0.318285 -1.683693 -2.602 -2.352 2.448
H -1.884745 0.022147 0.040165 1.055 -0.298 -0.466
H 0.186725 0.653893 2.226079 -2.031 2.180 0.974
H 1.353044 -0.432250 2.156644 2.030 -1.206 1.284
H 0.482246 -1.171137 -1.226304 0.960 -0.733 1.311
H 1.632845 -2.018819 -0.306342 0.742 0.005 1.281
H -0.419568 0.051238 -2.372367 2.029 2.670 -3.223
```
Forces are in eV/Å.

## Properties
* energy above the lowest of the compared OMol25 structures with the same formula, charge and spin: 27.7 kcal/mol
* structure (SMILES): N#C[C@@H](O)C(N)=[NH2+]
* E: -9717.5276 eV
* F_max: 4.65 eV Å⁻¹
* total charge: +1

Results of the Mulliken charge analysis, in e, for atoms 1 through 8: C -0.01; C 0.38; C 0.31; N -0.26; N -0.29; N -0.23; O -0.58; H 0.31


(4)
Computed, not measured: the ion C3H6N3O with charge +1 at a distorted geometry, with ωB97M-V with the def2-TZVPD basis set.

XYZ file:
```
13
Properties=species:S:1:pos:R:3:forces:R:3
C 0.596890 -1.054589 -0.531789 -1.476 2.725 -0.807
C -0.157676 1.142576 0.807646 -0.939 0.186 2.229
C -0.751077 0.044096 -0.092957 2.821 1.934 -2.018
N -2.214969 -1.549184 0.906390 -1.668 -2.164 1.326
N -1.575816 -0.752583 0.565803 -0.432 -0.592 0.499
N 1.567631 -0.255161 -1.059966 -0.896 -2.534 0.446
O 0.369456 -2.196982 -0.378816 0.802 -0.478 -0.111
H 0.620509 0.700097 1.612351 -1.723 1.187 -2.102
H -1.080789 1.542850 1.378241 1.802 -0.179 -0.604
H 0.214318 1.982368 0.180196 0.009 -0.697 0.642
H -1.444613 0.408618 -0.919059 1.445 -0.144 0.434
H 1.538150 0.732969 -0.926126 0.202 0.237 -0.176
H 2.317985 -0.745076 -1.541913 0.052 0.518 0.242
```
Forces are in eV/Å.

## Properties
* energy above the lowest of the compared OMol25 structures with the same formula, charge and spin: 40.5 kcal/mol
* structure (SMILES): C[C@H]([N+]#N)C(N)=O
* E: -9716.9734 eV
* F_max: 3.97 eV Å⁻¹
* total charge: +1

Results of the Mulliken charge analysis, in e, for atoms 1 through 8: C 0.62; C -1.27; C 0.03; N -0.25; N 0.60; N -0.27; O -0.42; H 0.34


(5)
Computed, not measured: the molecule C3H6N3PS at a distorted geometry, with ωB97M-V with the def2-TZVPD basis set.

XYZ file:
```
14
Properties=species:S:1:pos:R:3:forces:R:3
C -0.107335 3.101082 -0.099323 0.192 -0.696 -0.240
C -1.140993 2.206866 -0.012434 0.749 -0.663 0.003
C 0.292754 -1.716022 0.084146 -0.482 2.657 -0.981
N 1.067002 2.322305 -0.214958 -1.243 2.984 0.328
N 0.726992 1.119957 -0.151371 1.379 -2.848 -0.106
N -0.576135 0.958359 -0.039491 0.306 1.318 -0.011
P -0.033989 -3.525205 -0.175328 1.250 -0.268 0.699
S -1.286634 -0.606509 0.164547 0.267 -1.075 -0.121
H -0.186517 4.201753 -0.093028 0.443 -0.982 -0.105
H -2.180633 2.258109 0.008146 -1.415 0.523 0.199
H 0.861770 -1.118372 -0.692488 -0.424 -1.352 0.662
H 0.761724 -1.490294 1.017584 0.431 -0.136 0.498
H 1.202995 -3.770058 -0.906914 -0.771 0.184 0.384
H 0.598999 -3.941971 1.110912 -0.684 0.355 -1.208
```
Forces are in eV/Å.

## Properties
* energy above the lowest of the compared OMol25 structures with the same formula, charge and spin: 5.9 kcal/mol
* structure (SMILES): PCSn1ccnn1
* E: -27799.6162 eV
* F_max: 3.25 eV Å⁻¹

Results of the Mulliken charge analysis, in e, for atoms 1 through 8: C -0.52; C -0.03; C -0.59; N -0.64; N -0.15; N 0.45; P -0.08; S -0.06


(6)
Computed, not measured: the ion C3H6N3S with charge +1 at a distorted geometry, with ωB97M-V with the def2-TZVPD basis set.

XYZ file:
```
13
Properties=species:S:1:pos:R:3:forces:R:3
C 0.994590 -1.076434 1.089199 -0.570 1.618 1.561
C -1.297372 0.505928 -0.287373 -1.900 -0.394 1.347
C -0.301383 -0.439181 -0.863517 -0.181 -0.621 -0.572
N 0.309266 -1.394523 -0.038172 2.307 -0.245 2.193
N 0.967829 1.131229 0.471749 2.201 -2.744 -0.124
N 0.099527 0.987436 -0.565301 -1.734 2.126 -0.450
S 1.577112 -1.476757 2.508181 -0.833 0.611 -2.703
H -2.292896 0.825054 -0.714000 1.777 -0.014 -0.635
H -1.497625 0.523605 0.816609 0.743 -0.621 -1.005
H -0.195156 -0.890671 -1.872447 -0.901 1.360 0.274
H 0.815139 -2.172416 -0.457114 -0.508 -0.049 -0.572
H 0.743187 1.743921 1.232243 -1.143 0.372 0.107
H 0.077781 1.732808 -1.320057 0.742 -1.398 0.580
```
Forces are in eV/Å.

## Properties
* energy above the lowest of the compared OMol25 structures with the same formula, charge and spin: 117.8 kcal/mol
* E: -18501.6545 eV
* F_max: 3.52 eV Å⁻¹
* total charge: +1

Results of the Mulliken charge analysis, in e, for atoms 1 through 8: C 0.31; C -0.52; C 0.14; N -0.12; N -0.80; N 0.27; S -0.07; H 0.28


(7)
Computed, not measured: the ion C3H6N3S with charge +1 at a distorted geometry, with ωB97M-V with the def2-TZVPD basis set.

XYZ file:
```
13
Properties=species:S:1:pos:R:3:forces:R:3
C 1.542479 1.628565 1.440557 1.469 -4.421 2.168
C 0.971572 0.578813 0.670980 -1.526 1.259 -0.989
C -0.482941 -0.677599 -0.876052 -3.233 3.848 0.360
N 1.448234 2.912826 1.556625 0.171 3.701 -0.546
N 1.638740 4.010815 1.704671 -0.850 -1.812 -0.209
N -0.104478 0.573226 -0.109950 0.363 -0.611 -0.225
S -1.218895 1.880120 -0.431097 4.671 2.434 -1.364
H 2.182562 1.247499 2.324486 -0.808 0.531 -1.733
H 1.416076 -0.424376 0.640756 0.403 0.702 0.657
H -1.363896 -1.033877 -0.380185 -0.901 -0.103 0.378
H -0.874185 -0.301150 -1.839821 1.094 -0.871 0.065
H 0.135302 -1.456258 -0.727644 2.937 -2.259 -0.416
H -2.185060 1.294524 0.009426 -3.788 -2.397 1.855
```
Forces are in eV/Å.

## Properties
* energy above the lowest of the compared OMol25 structures with the same formula, charge and spin: 76.8 kcal/mol
* structure (SMILES): CN(S)/C=C\[N+]#N
* E: -18503.4311 eV
* F_max: 5.44 eV Å⁻¹
* total charge: +1

Results of the Mulliken charge analysis, in e, for atoms 1 through 8: C -0.21; C 0.24; C -0.89; N 0.56; N -0.40; N -0.11; S -0.02; H 0.28


(8)
Computed, not measured: the molecule C3H6N4 at a distorted geometry, with ωB97M-V with the def2-TZVPD basis set.

XYZ file:
```
13
Properties=species:S:1:pos:R:3:forces:R:3
C -0.578213 0.681916 0.667268 1.257 -1.913 0.081
C -0.881095 0.330309 -0.759582 -0.944 1.644 -1.137
C 0.807722 -0.894419 -0.372730 0.595 1.241 -0.763
H 0.927051 -0.732450 2.662623 0.479 0.322 -1.164
H 2.266845 0.191219 2.166937 -1.795 -0.268 -1.320
H -0.434590 1.706602 0.968381 -0.135 0.312 -0.297
H -1.355875 0.184815 1.235799 -0.140 0.090 0.694
H -1.744084 0.683516 -2.446934 0.262 -0.772 -0.364
H 1.801744 -1.450937 -0.501036 -1.960 0.391 0.224
N 1.443097 -0.384096 1.825538 1.634 -0.677 3.980
N 0.695770 -0.109690 0.757702 -0.510 0.286 -1.354
N -1.695700 0.932829 -1.479695 -2.016 2.393 0.654
N -0.093394 -0.623272 -1.288617 3.275 -3.047 0.765
```
Forces are in eV/Å.

## Properties
* energy above the lowest of the compared OMol25 structures with the same formula, charge and spin: 53.9 kcal/mol
* structure (SMILES): [H]/N=C1/CN(N)C=N1
* E: -9166.5168 eV
* F_max: 4.54 eV Å⁻¹

Results of the Mulliken charge analysis, in e, for atoms 1 through 8: C -0.21; C 0.37; C 0.06; H 0.21; H 0.22; H 0.32; H 0.21; H 0.31


(9)
Computed, not measured: the molecule C3H6N4 at a distorted geometry, with ωB97M-V with the def2-TZVPD basis set.

XYZ file:
```
13
Properties=species:S:1:pos:R:3:forces:R:3
C 1.718058 0.018461 0.239032 0.681 -0.294 -2.000
C -1.739114 0.814267 0.172633 1.491 -3.358 -1.164
C -0.683647 -0.190672 -0.084595 -1.756 7.130 -0.513
H 1.443901 -0.569425 1.349674 1.089 2.423 -3.190
H 2.345474 1.156712 0.078047 -1.184 -4.053 1.165
H 2.041121 -0.958213 -0.536054 -0.199 3.262 2.534
H -2.802091 0.638388 0.060340 0.100 -0.008 0.762
H -0.975474 -2.036315 0.522140 0.871 0.639 -1.296
H -0.344322 -1.824135 -1.143488 0.042 0.728 3.451
N 0.443797 0.501676 -0.421745 -2.733 2.356 3.150
N 0.093899 1.834200 -0.245936 0.160 2.523 0.389
N -1.195075 2.048564 0.086342 3.654 -2.457 -1.544
N -0.346527 -1.433508 -0.076390 -2.216 -8.890 -1.743
```
Forces are in eV/Å.

## Properties
* energy above the lowest of the compared OMol25 structures with the same formula, charge and spin: 124.2 kcal/mol
* structure (SMILES): Cn1nncc1N
* E: -9163.4708 eV
* F_max: 9.33 eV Å⁻¹

Results of the Mulliken charge analysis, in e, for atoms 1 through 8: C -0.60; C -0.33; C 0.21; H 0.22; H 0.34; H 0.19; H 0.36; H 0.24